Record 1
The following is a quantum chemistry calculation of C10H14IOP as an isolated structure, from the Open Molecules 2025 dataset.

* max |F|: 4.44 eV/Å
* lowest unoccupied orbital energy: -1.08 eV
* highest occupied orbital energy: -7.3 eV
* orbital gap: 6.19 eV
* DFT total energy: -1103.5878 Eh

Positions of all 27 atoms, in Å:
H (-1.145, -2.460, 2.172)
H (0.146, 2.653, 1.982)
C (-0.396, 0.761, 0.880)
H (2.528, 3.645, 1.747)
H (-1.357, 0.739, 1.527)
H (2.603, -0.725, -1.996)
H (-3.006, -2.864, 1.805)
H (1.228, -1.714, -1.910)
H (1.967, 4.331, 0.239)
P (-2.175, -1.590, 1.813)
H (-3.061, -2.420, -1.204)
C (1.482, -0.746, -2.048)
H (3.466, 2.991, 0.505)
C (1.904, 1.300, -0.567)
C (1.457, 2.174, 0.457)
H (-1.629, -3.424, -1.371)
C (1.112, 0.185, -0.912)
C (0.313, 1.883, 1.175)
C (-1.627, -1.732, 0.123)
H (2.822, 1.349, -1.208)
O (-0.794, -1.152, -0.556)
C (-2.290, -2.837, -0.684)
H (0.955, -0.441, -2.961)
H (-2.652, -3.577, -0.064)
I (-4.262, 0.386, 0.458)
C (0.013, -0.069, -0.172)
C (2.399, 3.354, 0.767)

Record 2
The following is a quantum chemistry calculation of one molecule with the formula C20H27NO4, from the Open Molecules 2025 dataset.

* max |F|: 0.67 eV/Å
* structure (SMILES): CCCOc1ccccc1[C@@H]1CC(=O)NC(C)=C1C(=O)OCC(C)C
* lowest unoccupied orbital energy: 0.71 eV
* highest occupied orbital energy: -8.3 eV
* orbital gap: 9.04 eV
* DFT total energy: -1134.0631 Eh

Positions of all 52 atoms, in Å:
H (-3.424, -1.831, -1.441)
H (-2.246, -0.988, 3.990)
C (-1.075, 0.176, 2.600)
H (-4.040, -3.613, 0.219)
O (0.080, 1.823, 1.197)
C (-3.080, -1.781, -0.407)
H (-1.540, -0.261, 1.713)
H (4.363, -1.849, -1.213)
C (-1.653, -2.318, -0.335)
H (-3.058, -0.727, -0.122)
C (0.520, -1.556, -1.005)
H (-2.983, 0.554, 3.551)
H (0.912, 3.877, 0.550)
C (0.235, -0.553, 2.886)
H (0.050, -1.610, 3.064)
H (1.293, 0.385, -4.174)
H (-5.032, -2.168, 0.420)
C (2.550, -2.757, -0.529)
H (1.854, 4.758, -0.664)
C (3.289, -1.769, -1.148)
C (1.110, 1.204, -3.478)
C (0.602, 1.754, -1.087)
H (3.230, 0.094, -2.178)
H (3.040, -3.618, -0.099)
H (-0.504, 0.408, -2.300)
H (0.916, -0.460, 2.043)
H (-1.344, -2.427, 0.715)
H (3.252, 3.357, -2.094)
C (2.644, -0.669, -1.690)
C (2.381, 2.006, -3.328)
C (-0.427, 1.636, -0.033)
C (1.554, 2.700, -1.120)
C (1.747, 3.810, -0.138)
O (3.249, 2.081, -4.168)
C (0.545, 0.683, -2.158)
H (0.609, -3.442, 0.020)
C (-2.041, 0.058, 3.775)
H (-0.319, 2.142, 3.139)
O (-1.589, 1.387, -0.242)
H (2.653, 3.636, 0.442)
C (1.171, -2.656, -0.459)
H (-1.615, 0.513, 4.667)
H (0.717, -0.136, 3.768)
C (-0.812, 1.654, 2.295)
C (-4.022, -2.562, 0.499)
C (1.267, -0.540, -1.627)
H (-3.706, -2.488, 1.537)
H (0.382, 1.878, -3.940)
O (-0.827, -1.382, -0.992)
H (-1.584, -3.302, -0.821)
N (2.465, 2.726, -2.170)
H (-1.757, 2.160, 2.070)

Record 3
The following is a quantum chemistry calculation of one molecule with the formula C17H19NO4, from the Open Molecules 2025 dataset.

* max |F|: 1.28 eV/Å
* structure (SMILES): O[C@@H](CNCc1ccc2c(c1)OCO2)COc1ccccc1
* lowest unoccupied orbital energy: 0.77 eV
* highest occupied orbital energy: -8.2 eV
* orbital gap: 8.93 eV
* DFT total energy: -1014.8854 Eh

Positions of all 41 atoms, in Å:
C (-3.099, -1.718, -0.463)
C (2.823, -1.456, -1.607)
H (-3.821, -0.343, 1.004)
H (3.342, 1.225, 1.109)
H (-2.215, 0.418, 2.842)
H (1.659, 0.029, -2.631)
H (4.336, -0.983, 1.369)
C (-1.467, 0.534, 2.053)
H (-4.172, -2.753, -3.036)
H (2.686, -2.206, -2.373)
C (-2.959, -0.810, 0.555)
C (2.248, -0.212, -1.760)
H (-1.034, 3.162, 0.003)
C (-1.994, -2.335, -1.054)
N (-1.602, 1.898, 1.543)
C (-0.673, 2.245, 0.475)
H (4.016, -2.722, -0.352)
H (2.672, 3.175, 0.414)
H (-0.586, 1.465, -0.295)
C (-3.830, -3.093, -2.045)
O (1.810, 1.966, -1.049)
C (2.415, 0.771, -0.784)
O (-2.422, -3.188, -2.037)
O (0.651, 3.569, 2.009)
H (1.326, 3.834, -0.535)
H (-0.478, 0.432, 2.504)
C (3.571, -1.746, -0.477)
H (-0.183, 3.453, 2.486)
H (-4.268, -4.082, -1.831)
C (0.713, 2.527, 1.066)
C (3.747, -0.772, 0.488)
C (1.701, 2.937, -0.036)
O (-4.246, -2.171, -1.061)
H (0.140, -2.531, -1.091)
H (0.426, -0.911, 0.744)
C (-1.661, -0.523, 0.993)
C (3.178, 0.483, 0.343)
H (-2.551, 2.021, 1.204)
C (-0.715, -2.061, -0.636)
C (-0.571, -1.140, 0.399)
H (1.086, 1.611, 1.552)

Record 4
The following is a quantum chemistry calculation of a 6-piece molecular cluster, C14H30Cl10O2 overall, from the Open Molecules 2025 dataset.

* max |F|: 2.58 eV/Å
* structure (SMILES): COCCOC.ClCCCl.ClCCCl.ClCCCl.ClCCCl.ClCCCl
* lowest unoccupied orbital energy: 0.38 eV
* highest occupied orbital energy: -9.5 eV
* orbital gap: 9.85 eV
* DFT total energy: -5303.7167 Eh

Positions of all 56 atoms, in Å:
C (-0.442, -6.923, -5.241)
H (-5.314, -1.027, -1.755)
H (-4.997, 1.746, -3.235)
Cl (8.202, 0.233, 3.827)
Cl (0.199, 7.985, -0.778)
C (-6.036, -0.603, -2.452)
H (-1.529, -6.914, -5.322)
C (10.752, -0.351, 4.478)
H (11.412, -0.711, 5.268)
C (-5.190, 1.692, -2.163)
H (0.011, -6.800, -7.466)
Cl (2.376, 9.981, -2.524)
C (9.478, 0.162, 5.071)
H (-5.365, -0.694, -3.306)
H (1.215, -6.326, -6.328)
H (1.201, 1.591, -0.016)
H (1.360, 7.288, -2.796)
Cl (0.849, -3.140, 6.594)
H (-0.006, -0.356, 8.937)
H (1.096, 9.319, -4.282)
H (-1.130, -1.978, 7.172)
C (0.513, 7.954, -2.631)
Cl (-0.316, -4.572, -6.491)
H (11.259, 0.470, 3.971)
H (-0.422, 7.537, -3.005)
C (0.445, -1.236, 8.479)
H (2.917, 1.910, 0.096)
Cl (10.533, -1.824, 3.381)
Cl (0.086, -8.626, -5.163)
C (-0.075, -1.708, 7.126)
C (0.139, -6.309, -6.502)
H (-6.938, -1.296, -0.008)
H (-0.093, -6.401, -4.350)
H (-5.586, 2.614, -1.737)
C (2.335, -0.214, 0.063)
H (-0.069, -0.871, 6.428)
H (0.081, 10.067, -2.991)
H (-8.555, -0.974, 0.435)
H (3.247, -0.665, -0.329)
Cl (0.973, -1.244, -0.492)
C (0.893, 9.375, -3.213)
H (-4.293, 1.330, -1.661)
H (-8.154, -2.563, -0.015)
C (2.176, 1.265, -0.377)
H (9.576, 1.106, 5.608)
H (-7.791, -1.135, -3.625)
C (-7.407, -1.305, -2.620)
O (-8.356, -1.013, -1.560)
H (-7.177, -2.363, -2.497)
Cl (2.278, -1.063, 8.519)
H (2.296, -0.441, 1.129)
C (-7.963, -1.527, -0.295)
H (9.191, -0.521, 5.871)
O (-6.315, 0.760, -2.262)
H (0.233, -2.059, 9.162)
Cl (2.194, 1.365, -2.127)

Record 5
The following is a quantum chemistry calculation of C20H36NO2P3SSn as an isolated structure, from the Open Molecules 2025 dataset.

* charge: +4
* max |F|: 5.89 eV/Å
* lowest unoccupied orbital energy (spin up / spin down): -15.39 / -15.37 eV
* highest occupied orbital energy (spin up / spin down): -19.0 / -19.0 eV
* orbital gap (spin up / spin down): 3.64 / 3.64 eV
* DFT total energy: -2623.7278 Eh

Positions of all 64 atoms, in Å:
C (1.096, -0.090, 3.961)
H (3.612, 0.875, -1.542)
H (1.834, -1.111, 5.775)
H (1.159, 3.966, -1.151)
H (2.810, -2.985, -0.456)
H (-2.444, -0.164, -3.286)
H (-2.643, 2.521, -1.881)
H (3.321, -1.979, -1.827)
H (1.999, 0.427, 3.654)
H (-3.180, -2.081, -1.944)
C (1.465, -0.309, -3.189)
C (3.964, 0.628, -0.532)
P (2.909, -0.670, 0.214)
H (-1.464, 4.941, 0.937)
P (-2.189, -2.043, 0.311)
H (4.734, -1.346, 1.617)
H (1.397, 1.848, -3.414)
H (3.913, 1.536, 0.081)
H (-4.027, -0.967, -0.850)
S (-0.589, -1.531, 5.251)
H (1.215, -2.453, -2.881)
C (1.142, 1.475, 0.860)
H (-0.279, 5.021, -1.371)
C (0.713, -1.497, -3.053)
H (3.768, -0.036, 2.386)
H (-4.275, -2.735, -0.672)
H (-0.862, -3.538, -1.106)
H (-2.378, -2.792, 2.587)
H (-2.737, 4.170, -1.181)
H (-1.499, 3.491, 1.988)
C (-1.350, -0.208, -3.275)
H (-3.773, -3.316, 1.570)
H (-2.162, -4.404, -0.217)
P (-0.867, 2.965, -0.272)
H (-3.280, 2.739, -0.236)
C (-0.600, 0.978, -3.388)
C (-1.797, 0.539, 1.014)
O (1.698, 2.094, 1.667)
C (0.098, 3.991, -1.434)
H (-2.101, -0.630, 3.530)
H (-1.114, 1.935, -3.494)
N (-0.080, 0.026, 3.249)
C (3.437, -2.132, -0.747)
Sn (0.015, -0.047, -1.302)
C (-0.694, -1.446, -3.109)
H (-3.648, -1.626, 2.171)
H (0.013, 3.621, -2.466)
C (0.812, 0.927, -3.351)
C (-3.545, -1.951, -0.917)
C (-1.395, -3.621, -0.150)
H (4.998, 0.261, -0.578)
C (-3.093, -2.497, 1.815)
H (2.557, -0.344, -3.148)
O (-2.554, 1.015, 1.751)
C (-1.061, -0.642, 3.835)
H (-0.661, -3.878, 0.625)
C (-2.547, 3.112, -0.962)
C (3.729, -0.965, 1.812)
H (-1.270, -2.368, -3.011)
H (3.138, -1.696, 2.373)
C (-0.951, 4.014, 1.201)
H (0.057, 4.222, 1.564)
C (1.022, -0.902, 5.092)
H (4.486, -2.339, -0.498)

Record 6
The following is a quantum chemistry calculation of one molecule with the formula C6H10O, from the Open Molecules 2025 dataset.

* max |F|: 2.02 eV/Å
* structure (SMILES): CC/C=C/C=C/O
* lowest unoccupied orbital energy: 0.83 eV
* highest occupied orbital energy: -7.9 eV
* orbital gap: 8.75 eV
* DFT total energy: -309.8010 Eh

Positions of all 17 atoms, in Å:
C (-2.865, 0.722, -0.085)
O (-4.123, 0.257, -0.261)
C (1.980, -0.150, 0.572)
H (2.015, 0.942, 0.742)
H (2.286, -0.068, -1.601)
H (-1.955, -1.164, 0.269)
H (2.764, -1.586, -0.833)
H (-0.351, 1.393, 0.983)
H (3.773, -0.155, -0.644)
C (2.744, -0.500, -0.710)
C (-0.527, 0.397, 0.588)
C (0.529, -0.429, 0.512)
H (-2.700, 1.744, -0.426)
C (-1.858, -0.085, 0.285)
H (-4.587, 0.720, -0.965)
H (0.344, -1.455, 0.159)
H (2.531, -0.584, 1.413)

Record 7
The following is a quantum chemistry calculation of one molecule with the formula CHN3O2, from the Open Molecules 2025 dataset.

* expectation value of S²: 2.01
* max |F|: 12.10 eV/Å
* lowest unoccupied orbital energy (spin up / spin down): 0.62 / -3.24 eV
* highest occupied orbital energy (spin up / spin down): -8.0 / -12.6 eV
* orbital gap (spin up / spin down): 8.65 / 9.35 eV
* DFT total energy: -353.1678 Eh
* spin multiplicity: 3

Positions of all 7 atoms, in Å:
N (1.174, 0.797, -0.323)
O (-0.071, -0.935, -0.581)
C (2.379, 1.643, -0.632)
H (-0.531, -0.395, 0.118)
N (1.034, -0.282, -0.946)
O (0.407, 1.257, 0.544)
N (3.261, 2.338, -0.800)

Record 8
The following is a quantum chemistry calculation of one molecule with the formula C3H6N2O, from the Open Molecules 2025 dataset.

* max |F|: 2.78 eV/Å
* structure (SMILES): O=NN1CCC1
* lowest unoccupied orbital energy: 0.88 eV
* highest occupied orbital energy: -9.2 eV
* orbital gap: 10.13 eV
* DFT total energy: -302.5435 Eh

Positions of all 12 atoms, in Å:
H (-1.188, -1.598, 0.939)
N (0.151, -0.247, -0.162)
C (-1.847, 0.335, 0.049)
O (2.183, 0.334, -0.017)
H (-2.249, 0.529, 0.986)
H (-2.545, 0.453, -0.775)
H (-1.272, -1.584, -0.899)
H (-0.387, 1.703, -0.863)
H (-0.196, 1.629, 0.846)
N (1.419, -0.618, 0.104)
C (-0.483, 1.058, 0.010)
C (-1.107, -1.018, -0.008)

Record 9
The following is a quantum chemistry calculation of C7H12Ag3BBr6F4O3 as an isolated structure, from the Open Molecules 2025 dataset.

* max |F|: 2.81 eV/Å
* lowest unoccupied orbital energy: -1.97 eV
* highest occupied orbital energy: -7.6 eV
* orbital gap: 5.65 eV
* DFT total energy: -16809.1085 Eh

Positions of all 36 atoms, in Å:
H (0.363, -1.542, -3.281)
Ag (-2.721, 0.835, 0.131)
F (1.083, 0.901, 0.965)
B (-0.147, 0.291, 1.137)
H (-2.499, -0.592, -4.265)
C (2.647, -2.499, 0.285)
Br (1.115, 3.906, 3.145)
O (-5.045, -2.187, 1.057)
H (-0.798, -1.074, -2.128)
H (2.567, -1.521, -0.172)
Ag (-1.353, -2.528, 0.896)
Ag (-1.633, -0.573, 3.621)
C (-3.977, -1.570, 0.885)
O (-3.397, -0.959, 1.931)
C (-1.419, -0.668, -4.259)
F (-1.078, 1.179, 1.759)
H (2.539, 4.970, 0.812)
F (-0.640, -0.257, -0.033)
H (3.406, -3.169, -0.103)
H (2.588, -3.223, 2.409)
F (-0.038, -0.823, 1.988)
H (0.085, 5.471, 1.356)
Br (4.572, -1.763, 2.264)
Br (-0.703, 1.186, -4.295)
H (-0.289, 3.784, 1.031)
Br (1.274, 5.021, -1.362)
O (-3.330, -1.531, -0.244)
C (-0.705, -1.380, -3.166)
H (-1.138, -1.093, -5.220)
C (2.803, -2.353, 1.791)
H (2.064, -1.640, 2.155)
Br (-1.431, -3.232, -2.986)
C (1.726, 4.362, 0.435)
C (0.503, 4.471, 1.312)
Br (1.001, -3.523, -0.153)
H (2.006, 3.323, 0.299)

Record 10
The following is a quantum chemistry calculation of a 2-piece molecular cluster, C7H19NO2 overall, from the Open Molecules 2025 dataset.

* max |F|: 3.39 eV/Å
* structure (SMILES): CC(C)N(C)C.CC(O)O
* lowest unoccupied orbital energy: 0.83 eV
* highest occupied orbital energy: -8.5 eV
* orbital gap: 9.29 eV
* DFT total energy: -483.2992 Eh

Positions of all 29 atoms, in Å:
H (-0.451, -2.486, -0.521)
H (-3.201, -0.599, -0.203)
H (0.173, 1.613, -2.043)
C (2.231, -0.766, -0.218)
O (-1.393, -2.527, -0.296)
C (-0.237, 0.734, -1.535)
C (-2.997, -1.117, 0.740)
H (-0.002, 2.789, 0.233)
C (-1.570, -1.616, 0.765)
H (-3.180, -0.420, 1.563)
H (-1.514, 1.888, 0.481)
C (-0.425, 1.847, 0.594)
O (-1.271, -2.281, 1.967)
H (2.069, -1.040, -1.265)
H (3.308, -0.852, -0.025)
H (-0.747, -0.700, 0.704)
C (1.724, 0.641, 0.090)
H (-0.219, 1.765, 1.665)
H (-1.326, 0.754, -1.650)
H (1.730, -1.511, 0.408)
H (2.198, 2.705, -0.445)
H (-1.860, -3.057, 1.993)
H (1.881, 0.806, 1.163)
N (0.112, 0.683, -0.115)
H (-3.708, -1.948, 0.851)
H (0.098, -0.167, -2.055)
H (3.593, 1.632, -0.416)
H (2.457, 1.544, -1.759)
C (2.527, 1.687, -0.674)

Record 11
The following is a quantum chemistry calculation of a 2-piece molecular cluster, C3H10NO3 overall, from the Open Molecules 2025 dataset.

* charge: +1
* max |F|: 5.55 eV/Å
* lowest unoccupied orbital energy: -3.14 eV
* highest occupied orbital energy: -14.1 eV
* orbital gap: 10.93 eV
* DFT total energy: -400.3468 Eh

Positions of all 17 atoms, in Å:
C (-3.903, 0.065, 0.181)
H (-4.510, 0.803, -0.295)
H (2.458, 1.341, -0.703)
C (1.607, -0.743, 0.199)
H (4.003, 0.637, -0.777)
H (1.373, -1.793, 0.616)
H (3.835, 1.336, 0.764)
O (-2.507, 0.386, -0.369)
H (3.479, -0.949, 0.784)
O (-1.586, -0.652, -0.259)
C (3.265, 0.832, -0.093)
H (-3.813, 0.260, 1.267)
H (-4.231, -0.992, 0.177)
N (2.802, -0.343, 0.533)
H (-0.515, -0.435, -0.372)
H (-2.528, 0.322, -1.304)
O (0.771, -0.076, -0.350)

Record 12
The following is a quantum chemistry calculation of one molecule with the formula C3H4O3S, from the Open Molecules 2025 dataset.

* max |F|: 6.56 eV/Å
* lowest unoccupied orbital energy: -1.27 eV
* highest occupied orbital energy: -10.9 eV
* orbital gap: 9.65 eV
* DFT total energy: -740.4766 Eh

Positions of all 11 atoms, in Å:
O (-2.678, 1.304, -0.744)
H (0.361, -0.482, 1.398)
C (-1.277, -0.933, -0.789)
H (1.570, 0.200, 0.287)
O (-2.442, 0.107, 1.418)
H (-1.870, -1.795, -1.245)
C (-0.332, -0.435, -0.283)
O (-3.963, -0.730, -0.339)
H (0.188, 1.359, 0.642)
C (0.539, 0.268, 0.567)
S (-2.877, 0.127, 0.038)